The following is a quantum chemistry calculation of 2 unconnected molecules or ions with the total composition FHI2OP in a non-equilibrium geometry, from the OMol25 dataset.

Each line ends with the Mulliken charge.
Cartesian coordinates (Å):
O (0.838, -0.727, 0.395)  -0.3509
F (-1.261, -0.088, 2.032)  -0.5139
P (-0.109, 0.170, -0.466)  0.5330
I (0.538, 2.359, -0.987)  0.4607
I (-0.712, -1.240, -2.374)  0.4063
H (0.705, -0.475, 1.399)  0.4649

The calculated total energy is -30260.416 eV. As for the net charge: +1. The orbital gap (alpha / beta) comes out at 6.1326 / 6.1299 eV.

***

The following is a quantum chemistry calculation of 2 unconnected molecules or ions with the total composition C2H8 in a non-equilibrium geometry, from the OMol25 dataset.

Each line ends with the Mulliken charge.
Cartesian coordinates (Å):
C (1.163, 0.433, 0.948)  -0.7946
H (1.717, 1.269, 0.495)  0.2442
H (0.124, 0.441, 0.585)  -0.0238
H (1.168, 0.540, 2.043)  0.2794
H (1.641, -0.517, 0.670)  0.2252
C (-1.162, -0.433, -0.948)  -0.9106
H (-0.602, -1.358, -0.744)  0.2241
H (-0.931, -0.081, -1.964)  0.2481
H (-0.876, 0.338, -0.218)  0.2263
H (-2.241, -0.633, -0.866)  0.2816

The calculated total energy is -2203.077 eV. Its SMILES is C.C. The orbital gap comes out at 13.0139 eV.

***

The following is a quantum chemistry calculation of a molecular structure, C10H3F9LiN3O7 in a non-equilibrium geometry, from the OMol25 dataset.

Each line ends with the Mulliken charge.
Cartesian coordinates (Å):
Li (-2.026, 0.494, -0.138)  0.7781
O (4.837, 3.536, -0.212)  -0.4702
C (3.537, 3.727, 0.062)  0.6292
O (3.122, 4.791, 0.407)  -0.4917
C (2.673, 2.524, -0.064)  0.6099
C (3.023, 1.179, -0.093)  -0.7393
N (1.883, 0.469, -0.092)  0.2274
N (0.825, 1.241, -0.063)  -0.3280
C (1.256, 2.499, -0.043)  0.0815
C (0.214, 3.537, -0.014)  0.4471
O (0.219, 4.644, -0.431)  -0.4476
O (-0.956, 2.976, 0.503)  -0.1016
H (5.053, 2.641, -0.498)  0.3048
H (3.980, 0.697, -0.074)  0.3511
H (1.762, -0.535, -0.131)  0.1787
O (-4.839, 0.251, 0.018)  -0.0705
C (-4.116, 0.789, -0.638)  -0.0040
O (-1.709, 1.296, 1.603)  -0.2094
N (-0.769, 1.996, 1.476)  0.0714
F (-1.006, -2.495, 2.264)  -0.2559
C (-0.476, -2.856, 1.100)  0.5336
F (0.760, -2.323, 1.073)  -0.2358
F (-0.320, -4.182, 1.128)  -0.2623
C (-1.306, -2.315, -0.096)  0.8694
O (-1.339, -0.996, -0.072)  -0.8089
C (-0.643, -2.798, -1.415)  0.5557
F (-1.321, -2.347, -2.470)  -0.2512
F (-0.526, -4.120, -1.547)  -0.2553
F (0.594, -2.284, -1.520)  -0.2372
C (-2.740, -2.895, -0.021)  0.3005
F (-2.815, -4.219, -0.152)  -0.2688
F (-3.331, -2.571, 1.131)  -0.2566
F (-3.501, -2.351, -0.981)  -0.2443

The calculated total energy is -53882.904 eV. The orbital gap comes out at 9.0196 eV.

***

The following is a quantum chemistry calculation of a molecular structure, CH3CoMgO2 in a non-equilibrium geometry, from the OMol25 dataset.

Each line ends with the Mulliken charge.
Cartesian coordinates (Å):
O (-0.331, -2.599, -1.107)  -0.5146
Mg (0.981, -1.416, -0.614)  1.2150
O (0.530, 0.033, 0.436)  -0.6411
C (0.271, 1.387, 0.526)  -0.5133
Co (-1.959, -2.782, -0.962)  0.7844
H (-0.050, 1.848, -0.428)  0.2223
H (-0.561, 1.539, 1.242)  0.2092
H (1.120, 1.990, 0.907)  0.2380

As for the expectation value of S²: 8.764. The calculated total energy is -48241.061 eV. As for the net charge: +1. The multiplicity is 6. The orbital gap (alpha / beta) comes out at 7.4491 / 4.6944 eV.